# 1
The following is a DFT calculation (the ωB97M-V functional and the def2-TZVPD basis) of a structure of composition C26H21Cl3Ge2N3O7Ru in a non-equilibrium geometry.

Results
**Energy relative to the best compared isomer or geometry (same formula, charge and spin)**: 0.403 eV
**HOMO energy**: -5.62 eV
**Kohn-Sham gap**: 7.438 eV

Structure (ORCA input):
```
! RIJCOSX wB97M-V def2-TZVPD def2/J DEFGRID3
* xyz -1 1
Ru -0.25 -0.09 -0.12
O -2.06 3.26 -1.50
C -2.00 2.04 -1.38
O -0.95 1.33 -1.59
C -3.24 1.29 -0.94
C -4.43 1.59 -1.56
C -5.60 0.94 -1.19
C -5.60 0.00 -0.18
C -4.42 -0.26 0.48
C -3.19 0.36 0.13
O -2.10 0.10 0.78
N -4.50 -1.24 1.57
O -5.40 -2.06 1.52
O -3.69 -1.19 2.47
N -6.86 1.25 -1.86
O -7.87 0.69 -1.48
O -6.83 2.06 -2.77
H -4.46 2.35 -2.33
H -6.51 -0.52 0.10
Cl -1.18 -2.05 -1.60
Ge 1.05 -1.52 -1.60
Cl 1.70 -1.42 -3.69
Cl 1.98 -3.42 -1.00
N 0.10 1.69 0.92
H -0.63 1.64 1.63
H -0.12 2.44 0.27
H 0.98 1.89 1.39
C 0.32 -1.23 1.17
Ge 2.02 -1.04 2.17
C 2.28 -2.50 3.44
C 3.49 -2.77 4.07
C 3.59 -3.76 5.04
C 2.47 -4.49 5.40
C 1.25 -4.23 4.79
C 1.16 -3.24 3.82
C 3.54 -0.78 0.97
C 4.54 -1.75 0.84
C 5.60 -1.57 -0.05
C 5.67 -0.43 -0.83
C 4.68 0.54 -0.72
C 3.63 0.36 0.17
C 1.86 0.59 3.26
C 0.73 0.75 4.06
C 0.54 1.90 4.82
C 1.49 2.91 4.78
C 2.63 2.76 4.00
C 2.81 1.61 3.25
H -0.31 -2.10 1.43
H 4.37 -2.19 3.83
H 4.54 -3.95 5.52
H 2.55 -5.27 6.15
H 0.37 -4.79 5.07
H 0.20 -3.06 3.35
H 4.48 -2.67 1.40
H 6.35 -2.35 -0.15
H 6.48 -0.30 -1.54
H 4.71 1.42 -1.34
H 2.85 1.11 0.21
H -0.03 -0.03 4.10
H -0.35 2.01 5.43
H 1.34 3.82 5.36
H 3.37 3.55 3.97
H 3.70 1.51 2.64
*
```



# 2
The following is a DFT calculation (the ωB97M-V functional and the def2-TZVPD basis) of a structure of composition C31H36BN7O5S2Ti in a non-equilibrium geometry.

Results
**Energy relative to the best compared isomer or geometry (same formula, charge and spin)**: 1.024 eV
**HOMO energy (alpha / beta)**: -2.79 / -4.31 eV
**Kohn-Sham gap (alpha / beta)**: 5.111 / 6.626 eV

Structure (ORCA input):
```
! RIJCOSX wB97M-V def2-TZVPD def2/J DEFGRID3
* xyz -1 2
Ti -0.31 -0.05 -0.19
N 1.58 -0.16 2.05
C 1.11 -0.41 3.41
C 0.24 -1.66 3.50
N -0.93 -1.52 2.66
H 2.26 -0.83 1.75
H 1.95 0.77 1.92
H 0.51 0.45 3.69
H 1.92 -0.50 4.15
H 0.02 -1.83 4.57
H 0.80 -2.52 3.15
H -1.58 -0.83 3.00
H -1.42 -2.40 2.51
O 2.84 0.52 -2.20
C 1.78 1.06 -1.92
O 1.20 0.89 -0.74
C 1.06 1.94 -2.89
C 1.86 2.41 -3.95
C 1.36 3.23 -4.93
C 0.01 3.59 -4.87
C -0.79 3.13 -3.85
C -0.30 2.29 -2.81
S -1.47 1.80 -1.61
H 2.90 2.10 -3.96
H 1.99 3.59 -5.73
H -0.42 4.23 -5.63
H -1.83 3.41 -3.81
N -0.54 -2.12 -4.04
C 0.17 -1.29 -3.29
N -0.53 -0.98 -2.22
C -1.69 -1.69 -2.36
N -1.74 -2.41 -3.47
C -2.68 -1.59 -1.31
C -3.94 -2.13 -1.39
N -4.89 -2.00 -0.45
C -4.47 -1.23 0.60
C -3.24 -0.67 0.73
N -2.25 -0.85 -0.21
H -0.29 -2.52 -4.93
H 1.16 -0.92 -3.53
H -4.19 -2.70 -2.28
H -5.20 -1.04 1.39
H -2.98 -0.06 1.58
C -2.90 7.65 4.49
C -3.27 7.31 5.91
O -3.94 8.04 6.59
S -2.58 5.85 6.71
C -2.16 4.77 5.37
C -0.83 4.40 5.18
C -0.48 3.51 4.18
C -1.45 2.97 3.33
C -2.79 3.36 3.52
C -3.13 4.23 4.54
C -1.10 2.04 2.31
C -0.79 1.28 1.41
H -3.72 8.22 4.05
H -2.66 6.79 3.87
H -2.02 8.29 4.55
H -0.06 4.83 5.82
H 0.55 3.24 4.03
H -3.54 2.96 2.86
H -4.17 4.50 4.68
C 3.93 -2.76 -0.42
C 2.53 -3.30 -0.66
C 2.52 -4.12 -1.94
O 1.67 -2.18 -0.88
B 0.67 -2.08 0.09
O 0.75 -3.16 0.94
C 1.86 -4.02 0.58
C 2.76 -4.12 1.80
C 1.27 -5.39 0.27
H 4.17 -2.08 -1.23
H 4.67 -3.57 -0.39
H 4.01 -2.19 0.50
H 2.93 -3.51 -2.74
H 1.51 -4.41 -2.22
H 3.13 -5.02 -1.85
H 3.07 -3.14 2.16
H 3.65 -4.71 1.59
H 2.21 -4.61 2.62
H 0.52 -5.32 -0.51
H 0.79 -5.78 1.17
H 2.04 -6.10 -0.04
*
```



# 3
The following is a DFT calculation (the ωB97M-V functional and the def2-TZVPD basis) of a structure of composition C38H34IrN3O3P2Te in a non-equilibrium geometry.

Results
**Energy relative to the best compared isomer or geometry (same formula, charge and spin)**: 1.554 eV
**HOMO energy (alpha / beta)**: -10.62 / -10.65 eV
**Kohn-Sham gap (alpha / beta)**: 6.439 / 5.309 eV

Structure (ORCA input):
```
! RIJCOSX wB97M-V def2-TZVPD def2/J DEFGRID3
* xyz 1 2
Ir 0.22 0.07 0.01
N 7.68 7.04 0.88
C 6.82 6.29 0.79
C 5.74 5.35 0.69
C 4.81 5.24 1.73
C 3.78 4.32 1.63
C 3.66 3.52 0.50
C 4.59 3.63 -0.53
C 5.62 4.55 -0.44
C 2.57 2.51 0.40
C 2.94 1.16 0.58
C 4.16 0.67 1.03
C 4.04 -0.71 1.23
C 2.74 -1.05 0.88
N 2.08 0.07 0.47
C 1.29 2.94 0.22
C 0.82 4.29 0.08
C -0.53 4.23 -0.08
C -0.88 2.86 -0.07
N 0.18 2.09 0.10
H 4.91 5.86 2.60
H 3.06 4.23 2.43
H 4.50 3.00 -1.41
H 6.34 4.65 -1.25
H 5.04 1.27 1.21
H 4.78 -1.40 1.60
H 2.26 -2.01 0.91
H 1.45 5.16 0.12
H -1.21 5.06 -0.20
H -1.87 2.42 -0.18
C -7.48 0.26 2.05
C -7.00 -0.93 1.53
C -5.70 -1.00 1.03
C -4.88 0.12 1.06
C -5.38 1.32 1.59
C -6.67 1.38 2.09
P -3.19 0.14 0.38
C -3.14 -1.43 -0.54
C -3.56 -1.40 -1.87
C -3.63 -2.56 -2.61
C -3.30 -3.78 -2.03
C -2.88 -3.83 -0.71
C -2.80 -2.66 0.03
C -2.15 -0.22 1.84
C -2.71 -0.44 3.11
C -1.93 -0.55 4.24
C -0.55 -0.42 4.14
C 0.03 -0.20 2.90
C -0.77 -0.10 1.77
H -8.49 0.31 2.42
H -7.63 -1.81 1.51
H -5.33 -1.93 0.63
H -4.75 2.20 1.60
H -7.04 2.31 2.49
H -3.83 -0.45 -2.31
H -3.96 -2.52 -3.65
H -3.37 -4.69 -2.61
H -2.62 -4.77 -0.26
H -2.47 -2.70 1.07
H -3.79 -0.53 3.19
H -2.39 -0.75 5.20
H 0.07 -0.49 5.02
H 1.10 -0.06 2.84
C 3.97 -0.84 -2.58
C 3.11 -2.01 -2.98
O 2.27 -2.41 -1.85
P 0.72 -2.15 -1.76
O 0.30 -2.05 -0.30
Te 0.12 -0.02 -2.71
O 0.01 -3.38 -2.41
C 0.55 -4.29 -3.39
C -0.18 -5.60 -3.26
H 4.70 -0.65 -3.38
H 4.51 -1.06 -1.66
H 3.38 0.06 -2.44
H 3.70 -2.89 -3.22
H 2.47 -1.77 -3.83
H 1.62 -4.41 -3.21
H 0.41 -3.84 -4.38
H -0.06 -6.01 -2.26
H 0.23 -6.32 -3.98
H -1.24 -5.47 -3.47
*
```



# 4
The following is a DFT calculation (the ωB97M-V functional and the def2-TZVPD basis) of a cluster of 2 separate species, C5H11NO in total.

Results
**Energy relative to the best compared isomer or geometry (same formula, charge and spin)**: 2.555 eV
**Structure (SMILES)**: C/C=C(C)/N=C\O.[H][H]
**HOMO energy**: -8.59 eV
**Kohn-Sham gap**: 9.480 eV

Structure (ORCA input):
```
! RIJCOSX wB97M-V def2-TZVPD def2/J DEFGRID3
* xyz 0 1
C 0.08 2.00 -1.05
C -0.34 0.91 -0.10
C 0.10 -0.35 -0.10
C 1.02 -0.93 -1.15
N 0.00 -1.14 1.07
C -1.07 -1.68 1.47
O -2.25 -1.72 0.82
H 0.67 1.61 -1.89
H -0.78 2.54 -1.45
H 0.70 2.73 -0.52
H -0.93 1.24 0.76
H 0.60 -0.84 -2.16
H 1.99 -0.42 -1.14
H 1.20 -1.99 -0.94
H -1.11 -2.19 2.43
H -2.13 -1.24 -0.01
H 1.15 1.08 1.85
H 1.08 0.39 2.11
*
```



# 5
The following is a DFT calculation (the ωB97M-V functional and the def2-TZVPD basis) of a cluster of 8 separate species, C44H48OS in total in a non-equilibrium geometry.

Results
**HOMO energy**: -8.74 eV
**Kohn-Sham gap**: 9.308 eV

Structure (ORCA input):
```
! RIJCOSX wB97M-V def2-TZVPD def2/J DEFGRID3
* xyz 0 1
C 0.26 -1.19 -3.83
S -1.25 -1.85 -3.21
O -2.27 -1.59 -4.33
C -0.99 -3.66 -3.46
H 0.16 -1.65 -4.92
H 1.00 -1.62 -3.43
H -0.02 -0.05 -3.66
H -0.98 -4.09 -4.41
H -2.03 -4.07 -3.03
H -0.21 -4.14 -2.89
C 4.59 4.41 -2.32
C 4.80 3.24 -1.31
C 3.93 3.16 -0.17
C 2.85 4.16 -0.05
C 2.65 5.10 -0.97
C 3.55 5.29 -2.16
H 5.22 4.56 -3.22
H 5.79 2.66 -1.64
H 3.93 2.45 0.59
H 2.07 4.28 0.78
H 1.81 5.77 -0.85
H 3.33 6.08 -3.05
C 4.65 -3.53 -4.00
C 5.32 -3.58 -2.60
C 5.38 -2.34 -1.95
C 4.72 -1.21 -2.47
C 4.03 -1.05 -3.70
C 4.07 -2.39 -4.43
H 4.55 -4.40 -4.55
H 5.59 -4.45 -2.07
H 5.92 -2.26 -1.00
H 4.60 -0.15 -1.77
H 3.54 -0.07 -4.02
H 3.42 -2.27 -5.37
C -5.47 -3.91 -0.51
C -5.52 -4.86 -1.78
C -4.44 -5.62 -2.03
C -3.36 -5.74 -1.18
C -3.17 -4.98 -0.06
C -4.33 -3.97 0.31
H -6.10 -3.24 -0.16
H -6.32 -4.97 -2.25
H -4.50 -6.28 -2.89
H -2.71 -6.38 -1.30
H -2.24 -4.99 0.59
H -4.19 -3.39 1.24
C -1.99 1.75 -1.39
C -0.88 2.37 -2.24
C -0.43 3.66 -1.77
C -0.95 4.33 -0.65
C -1.89 3.65 0.18
C -2.42 2.26 -0.24
H -2.30 0.60 -1.57
H -0.48 2.01 -3.09
H 0.14 4.27 -2.33
H -0.50 5.33 -0.40
H -2.24 4.18 1.02
H -3.27 1.60 0.41
C -2.42 -3.21 5.24
C -1.43 -2.15 4.84
C -1.75 -1.18 3.77
C -3.10 -1.16 3.41
C -4.13 -2.10 3.85
C -3.81 -3.19 4.79
H -2.32 -3.89 6.04
H -0.51 -2.04 5.44
H -1.23 -0.53 3.49
H -3.31 -0.59 2.49
H -5.16 -1.94 3.39
H -4.44 -3.98 5.05
C 0.97 0.51 0.65
C -0.26 -0.37 0.70
C -0.25 -1.77 0.42
C 0.92 -2.36 -0.05
C 2.11 -1.63 -0.20
C 2.08 -0.12 0.11
H 1.02 1.62 0.91
H -1.29 0.10 1.31
H -1.26 -2.29 0.19
H 0.89 -3.37 -0.22
H 2.79 -2.21 -0.71
H 3.21 0.51 -0.15
C 1.15 5.52 4.30
C 0.66 4.14 3.95
C -0.67 3.77 4.29
C -1.43 4.59 5.17
C -0.86 5.86 5.66
C 0.52 6.38 5.22
H 2.06 5.78 3.62
H 1.20 3.50 3.13
H -1.16 2.63 3.96
H -2.49 4.25 5.35
H -1.53 6.43 6.40
H 0.83 7.27 5.76
*
```



# 6
The following is a DFT calculation (the ωB97M-V functional and the def2-TZVPD basis) of an isolated molecule of CH2O4S in a non-equilibrium geometry.

Results
**Energy relative to the best compared isomer or geometry (same formula, charge and spin)**: 1.544 eV
**HOMO energy**: -11.60 eV
**Kohn-Sham gap**: 12.297 eV

Structure (ORCA input):
```
! RIJCOSX wB97M-V def2-TZVPD def2/J DEFGRID3
* xyz 0 1
C -1.12 -0.02 0.04
O 1.88 -1.15 0.08
O 1.66 1.27 -0.14
O -0.17 -0.01 -1.07
O -0.13 -0.11 1.11
S 1.07 0.01 -0.01
H -1.52 0.95 0.20
H -1.68 -0.95 -0.19
*
```



# 7
The following is a DFT calculation (the ωB97M-V functional and the def2-TZVPD basis) of a cluster of 2 separate species, C9H11F4O5S in total in a non-equilibrium geometry.

Results
**HOMO energy**: -3.51 eV
**Kohn-Sham gap**: 5.653 eV

Structure (ORCA input):
```
! RIJCOSX wB97M-V def2-TZVPD def2/J DEFGRID3
* xyz -1 1
C 4.10 -1.80 0.90
C 3.17 -1.06 1.11
C 2.02 -0.14 1.28
C 1.00 -0.38 0.12
O 1.82 -0.79 -1.03
S 2.30 0.54 -1.81
O 2.12 0.38 -3.20
O 3.53 1.01 -1.34
O 1.21 1.62 -1.20
C 0.25 0.80 -0.49
C -0.50 1.75 0.43
C -2.04 1.57 0.46
O -2.52 0.50 -0.35
C -3.03 -0.57 0.38
C -4.10 -1.27 -0.48
F -4.82 -0.40 -1.17
F -4.94 -1.96 0.29
F -3.56 -2.08 -1.38
H 4.75 -2.50 0.41
H 2.44 0.87 1.30
H 1.58 -0.44 2.23
H 0.38 -1.24 0.37
H -0.30 0.35 -1.32
H -0.09 1.73 1.45
H -0.29 2.76 0.06
H -2.53 2.48 0.09
H -2.37 1.48 1.51
H -3.54 -0.28 1.30
H -2.27 -1.33 0.59
F 6.21 -1.60 -0.51
*
```



# 8
The following is a DFT calculation (the ωB97M-V functional and the def2-TZVPD basis) of an isolated molecule of C3H4IN in a non-equilibrium geometry.

Results
**Energy relative to the best compared isomer or geometry (same formula, charge and spin)**: 1.378 eV
**Structure (SMILES)**: [H]/N=C(\I)C=C
**HOMO energy**: -9.48 eV
**Kohn-Sham gap**: 9.857 eV

Structure (ORCA input):
```
! RIJCOSX wB97M-V def2-TZVPD def2/J DEFGRID3
* xyz 0 1
H -1.12 2.49 -0.44
N -0.45 1.75 -0.34
C -0.77 0.70 0.17
I -2.74 -0.16 0.49
C 0.40 -0.61 0.52
C 1.18 -1.02 -0.45
H 0.25 -0.85 1.56
H 1.95 -1.88 -0.21
H 1.31 -0.41 -1.30
*
```



# 9
The following is a DFT calculation (the ωB97M-V functional and the def2-TZVPD basis) of a structure of composition C6H8HgO6 in a non-equilibrium geometry.

Results
**Energy relative to the best compared isomer or geometry (same formula, charge and spin)**: 1.420 eV
**HOMO energy (alpha / beta)**: -2.35 / -4.69 eV
**Kohn-Sham gap (alpha / beta)**: 5.945 / 8.097 eV

Structure (ORCA input):
```
! RIJCOSX wB97M-V def2-TZVPD def2/J DEFGRID3
* xyz -1 2
O -0.06 -2.24 0.59
C 0.68 0.63 1.39
C -1.09 -2.03 1.47
O 1.61 1.14 1.97
O -0.36 0.21 2.09
C -1.48 -0.57 1.63
H -0.83 -2.42 2.48
H -2.04 -2.56 1.19
H -2.24 -0.45 2.40
H -1.86 -0.12 0.70
H -1.10 0.73 -3.32
O 1.60 -0.16 -0.62
O -0.81 -0.14 -1.44
C -1.02 0.97 -2.24
C 0.20 1.86 -2.03
O 0.44 1.81 -0.61
C 0.67 0.56 -0.16
H -1.92 1.51 -1.89
H 0.00 2.91 -2.26
H 1.07 1.48 -2.57
Hg 0.32 -1.81 -1.23
*
```



# 10
The following is a DFT calculation (the ωB97M-V functional and the def2-TZVPD basis) of a cluster of 2 separate species, C3H3Cl2N2O in total in a non-equilibrium geometry.

Results
**Energy relative to the best compared isomer or geometry (same formula, charge and spin)**: 1.187 eV
**HOMO energy**: -14.86 eV
**Kohn-Sham gap**: 8.183 eV

Structure (ORCA input):
```
! RIJCOSX wB97M-V def2-TZVPD def2/J DEFGRID3
* xyz 1 1
C -0.43 -1.29 -0.22
C -2.31 0.09 0.43
C 2.13 0.22 -0.13
N 0.89 0.60 -0.22
N -1.59 -0.97 0.13
O 0.45 -1.95 -0.43
Cl -1.99 1.65 0.11
Cl 3.47 1.23 -0.32
H -3.24 -0.20 0.81
H 2.08 -0.89 0.03
H 0.53 1.53 -0.19
*
```



# 11
The following is a DFT calculation (the ωB97M-V functional and the def2-TZVPD basis) of a cluster of 2 separate species, C3H10NO3 in total in a non-equilibrium geometry.

Results
**Energy relative to the best compared isomer or geometry (same formula, charge and spin)**: 1.800 eV
**HOMO energy**: -14.92 eV
**Kohn-Sham gap**: 11.552 eV

Structure (ORCA input):
```
! RIJCOSX wB97M-V def2-TZVPD def2/J DEFGRID3
* xyz 1 1
O -0.16 -2.26 -0.80
C -0.82 -1.19 -1.26
C -0.10 0.16 -1.03
N 0.61 0.06 0.31
C 1.81 0.96 0.28
O -1.96 -1.23 -1.62
H -0.77 -2.90 -0.39
H -1.00 0.83 -1.10
H 0.53 0.28 -1.89
H -0.13 0.21 1.11
H 0.78 -0.95 0.40
H 2.66 0.43 0.75
H 1.63 2.02 0.45
H 2.07 1.10 -0.79
H -2.16 0.27 2.24
H -1.61 1.55 1.51
O -1.39 0.67 1.84
*
```



# 12
The following is a DFT calculation (the ωB97M-V functional and the def2-TZVPD basis) of a cluster of 2 separate species, C4H10N2 in total in a non-equilibrium geometry.

Results
**Energy relative to the best compared isomer or geometry (same formula, charge and spin)**: 2.721 eV
**HOMO energy (alpha / beta)**: -11.25 / -10.56 eV
**Kohn-Sham gap (alpha / beta)**: 7.511 / 2.487 eV

Structure (ORCA input):
```
! RIJCOSX wB97M-V def2-TZVPD def2/J DEFGRID3
* xyz 1 2
C 2.48 2.04 2.25
C 1.31 1.81 1.58
N 0.15 1.51 2.26
H 2.35 1.90 3.39
H 3.33 2.49 1.84
H 1.26 2.00 0.53
H 0.17 1.20 3.22
H -0.74 1.93 2.04
C -2.07 -1.74 -1.13
C -1.26 -1.35 -2.11
N -0.45 -2.20 -2.83
H -2.03 -2.75 -0.72
H -2.89 -1.14 -0.82
H -1.17 -0.31 -2.41
H -0.72 -3.16 -2.85
H -0.23 -1.89 -3.80
*
```